Record 1
# C46H95NO15Si2

A structure of composition C46H95NO15Si2 at a distorted geometry (wB97M-V/def2-TZVPD, OMol25).

```
! RIJCOSX wB97M-V def2-TZVPD def2/J DEFGRID3
* xyz 0 1
C 5.36910 -0.78312 2.84323
C 4.99126 0.65692 2.15233
O 4.02735 0.39936 1.07234
C 2.65112 0.76193 1.44600
O 2.18128 0.80725 2.72322
C 1.61862 1.07528 0.16805
C 0.24804 1.85492 0.61247
C -1.07601 0.98404 0.11279
Si -2.38310 0.70652 1.52949
C -3.66517 -0.68267 1.15463
C -3.11321 -2.21283 1.37085
C -1.69721 -2.53653 0.57854
C -1.50601 -4.14647 0.33586
N -0.35618 -4.77855 1.08791
C -0.37597 -4.47203 2.56825
C 0.98696 -4.52029 0.44491
C 2.18112 -3.55136 1.00947
O 1.22738 -5.13973 -0.74245
O -1.61701 0.53650 3.13755
Si -2.84540 0.85240 4.40366
H 6.55611 -0.83522 2.95915
H 5.11413 -1.62900 2.04113
H 4.79899 -0.91761 3.85683
H 5.98958 1.03683 1.61962
H 4.68917 1.50421 2.90067
H 2.26700 1.71361 -0.59012
H 1.43240 0.02128 -0.34678
H 0.21768 2.86390 -0.02479
H 0.19927 2.18568 1.73354
H -0.75375 -0.03645 -0.38341
H -1.64659 1.63562 -0.70850
H -3.15088 1.97522 1.61674
H -4.14705 -0.53005 0.09400
H -4.55321 -0.53585 1.93507
H -2.97327 -2.46618 2.51251
H -3.96749 -2.93508 0.95652
H -0.75709 -2.00103 1.06541
H -1.82444 -2.04829 -0.50299
H -1.40803 -4.34312 -0.82396
H -2.52139 -4.65915 0.69632
H -0.20897 -3.32766 2.81148
H -1.40109 -4.89105 2.99270
H 0.48471 -5.10792 3.09552
H 2.09608 -3.25507 2.13810
H 3.19459 -4.17228 0.89760
H 2.35539 -2.56647 0.37385
H -4.20006 0.97996 3.85209
H -2.53956 2.06513 5.16736
H -2.89975 -0.25086 5.36960
C -0.50799 -7.76403 1.10668
C -0.66520 -8.94128 2.03153
O -0.89031 -8.78572 3.23064
C -0.53634 -10.31615 1.43239
H -0.62579 -6.83638 1.67687
H 0.48852 -7.77452 0.65790
H -1.27570 -7.79683 0.32962
H 0.45888 -10.44041 0.99816
H -1.30533 -10.46272 0.66989
H -0.67280 -11.06806 2.21690
C -3.49338 6.28740 2.44526
C -4.22188 5.09649 1.88221
O -3.75674 3.96158 1.97363
C -5.54148 5.34800 1.20306
H -2.55670 5.95542 2.90562
H -3.25852 6.99237 1.64376
H -4.10671 6.77084 3.20972
H -5.39790 6.01105 0.34619
H -6.24609 5.78952 1.91215
H -5.95264 4.39782 0.84592
C -3.02795 -3.05926 7.90405
C -2.92738 -1.58695 8.20100
O -3.09077 -0.74509 7.31935
C -2.61920 -1.18465 9.61839
H -3.25471 -3.20055 6.84191
H -2.07661 -3.54907 8.12671
H -3.83234 -3.50352 8.49554
H -1.64965 -1.59086 9.91745
H -3.40538 -1.54531 10.28628
H -2.57696 -0.09226 9.68448
C 8.89913 1.83870 -1.01164
C 8.74191 0.66145 -0.08680
O 8.51680 0.81701 1.11231
C 8.87077 -0.71342 -0.68594
H 8.78132 2.76636 -0.44146
H 9.89563 1.82821 -1.46043
H 8.13141 1.80590 -1.78871
H 9.86599 -0.83768 -1.12016
H 8.10178 -0.85999 -1.44844
H 8.73431 -1.46532 0.09858
C 3.48582 4.04370 2.16000
C 3.20511 5.17278 1.20483
O 2.10181 5.30348 0.67721
C 4.32656 6.13570 0.92029
H 2.58595 3.42913 2.26986
H 4.29142 3.41737 1.76849
H 3.75732 4.44460 3.13972
H 5.16959 5.60265 0.47350
H 4.63549 6.62988 1.84473
H 3.97999 6.89789 0.21430
C 6.34934 1.24533 -4.57077
C 6.67748 -0.13264 -4.06135
O 7.73010 -0.35988 -3.46714
C 5.66784 -1.22170 -4.30711
H 7.16821 1.92874 -4.32190
H 6.23156 1.22161 -5.65710
H 5.43422 1.60863 -4.09659
H 5.51971 -1.35541 -5.38165
H 4.72238 -0.96839 -3.82114
H 6.03820 -2.16185 -3.88473
C 5.46451 4.62225 -7.10352
C 6.77224 4.30913 -6.42693
O 6.80900 3.69916 -5.35954
C 8.03317 4.77120 -7.10692
H 4.64005 4.22870 -6.49944
H 5.34414 5.70454 -7.19675
H 5.43315 4.14960 -8.08836
H 8.02732 5.86011 -7.20026
H 8.11632 4.30517 -8.09187
H 8.89915 4.47570 -6.50509
C -5.60361 -7.06831 -1.23415
C -4.66241 -7.25733 -0.07467
O -3.48901 -6.89437 -0.13897
C -5.21253 -7.90757 1.16645
H -5.06946 -6.58715 -2.06040
H -5.97327 -8.03882 -1.57473
H -6.43675 -6.42711 -0.93575
H -5.56471 -8.91548 0.93289
H -6.02818 -7.30377 1.57188
H -4.42102 -7.97874 1.92004
C -9.42732 -9.83874 -3.04876
C -8.84824 -8.60921 -2.40154
O -7.86620 -8.67804 -1.66425
C -9.51724 -7.29229 -2.69138
H -8.84302 -10.71554 -2.74985
H -10.46073 -9.97910 -2.72177
H -9.38205 -9.74247 -4.13640
H -10.55461 -7.31913 -2.34844
H -9.47593 -7.08250 -3.76307
H -8.99212 -6.49327 -2.15729
C -0.02116 5.57340 -1.84144
C -0.15309 6.73448 -2.79037
O -1.15526 7.44750 -2.79160
C 0.98864 6.98935 -3.73765
H -0.91955 5.51023 -1.21821
H 0.07963 4.64243 -2.40508
H 0.84535 5.72084 -1.19206
H 1.13441 6.12154 -4.38582
H 1.90013 7.19994 -3.17280
H 0.75480 7.85800 -4.36232
C -3.01651 9.71318 -2.90168
C -4.51112 9.74390 -3.07822
O -5.22774 8.86084 -2.60983
C -5.09489 10.89690 -3.85001
H -2.73741 8.82484 -2.32506
H -2.52792 9.66405 -3.87811
H -2.68843 10.60151 -2.35622
H -4.69899 10.90051 -4.86869
H -4.85950 11.83797 -3.34681
H -6.18358 10.78757 -3.89750
*
```

Properties
Highest occupied orbital energy (Ha): -0.31542
DFT total energy (eV): -97193.6321
Kohn-Sham gap (eV): 8.7234

Mulliken atomic charge list, values in e, 5 entries: -0.885, 0.114, -0.224, 0.331, -0.571

Record 2
# H6O3Rb

A structure of composition H6O3Rb at a distorted geometry (wB97M-V/def2-TZVPD, OMol25).

```
! RIJCOSX wB97M-V def2-TZVPD def2/J DEFGRID3
* xyz 1 1
Rb -0.76350 0.55660 -0.78560
O -0.65950 -1.44740 1.30440
H -0.85050 -2.37740 1.14840
H 0.28950 -1.36440 1.44740
O 0.91750 0.09760 -3.15260
H 1.62150 0.62560 -2.77460
H 1.30150 -0.68240 -3.57660
O -0.81550 1.56660 1.77140
H -0.03250 2.06560 2.12040
H -1.00850 0.95960 2.49740
*
```

Properties
Highest occupied orbital energy (Ha): -0.58505
DFT total energy (eV): -6890.6204
Kohn-Sham gap (eV): 12.2436
Energy relative to the best compared isomer or geometry (same formula, charge and spin) (kJ/mol): 25.5

natural (NBO) atomic charge list, values in e, 5 entries: 0.991, -0.976, 0.498, 0.482, -0.977

> Which of these has the highest Kohn-Sham gap?

H6O3Rb